--- w ---
Below is an isolated molecule of C3H6N2O, with properties calculated with ωB97M-V/def2-TZVPD.

Element x y z (Å)
N 1.827 0.091 0.971
C 1.093 0.299 -0.084
C -0.940 -0.859 -1.403
O -1.296 0.152 -0.464
C -0.309 0.613 0.336
N -0.533 1.359 1.344
H 2.821 -0.072 0.872
H 1.464 0.198 1.922
H -0.063 -0.548 -1.978
H -1.805 -0.994 -2.050
H -0.728 -1.807 -0.894
H -1.531 1.567 1.429

Values from the calculation:
E_LUMO = 0.6860 eV
Highest occupied orbital energy = -8.75 eV
Frontier orbital gap = 9.43 eV

---

--- x ---
Below is an isolated molecule of C3H6N2O, with properties calculated with ωB97M-V/def2-TZVPD.

Element x y z (Å)
C -2.191 -0.151 -0.743
N -0.858 -0.689 -0.629
C 0.136 0.076 -0.523
N 1.299 -0.432 0.051
C 2.341 0.318 0.529
O 3.260 -0.134 1.173
H -2.469 -0.153 0.313
H -2.294 0.856 -1.189
H -2.872 -0.842 -1.246
H 0.199 1.133 -0.828
H 1.236 -1.396 0.362
H 2.250 1.388 0.268

Values from the calculation:
E_LUMO = 0.9554 eV
Highest occupied orbital energy = -9.52 eV
Frontier orbital gap = 10.48 eV
Structure (SMILES) = C/N=C/NC=O

---

Which one sits at the bottom of the stability order? w does.